# 1
Here is a molecular structure, C16H52AsF6N4O8 at a distorted geometry from OMol25. Energies are from wB97M-V/def2-TZVPD.

Calculated values
Largest force on an atom   1.650 eV/Å
Relative energy (zero: lowest compared OMol25 entry of this formula, charge and spin)   0.000 eV
Electronic energy   -4296.87920 a.u.

Geometry as ORCA input:
```
! wB97M-V def2-TZVPD RIJCOSX def2/J DEFGRID3
* xyz -1 1
As -0.9918 -1.0815 -0.7784
F 0.1769 -0.0457 -0.0394
F -1.8468 -1.3076 0.6952
F -2.1330 -2.1238 -1.6060
F -0.1094 -0.9643 -2.2745
F -0.0397 -2.4823 -0.4074
F -1.9734 0.2792 -1.1528
O 0.5098 -3.4514 -3.9006
H -0.2427 -3.0946 -4.3792
H 0.5115 -2.9447 -3.0808
O -1.0662 -5.5071 0.1123
H -1.5342 -5.7706 -0.6845
H -0.2283 -5.1506 -0.1958
O -3.0545 -3.8937 1.3872
H -3.1790 -3.7476 0.4452
H -3.7050 -3.3191 1.8013
O -4.6290 -0.8762 -1.8764
H -5.2255 -1.4137 -1.3506
H -3.7578 -1.2813 -1.7686
C -6.9181 2.2702 -2.9847
C -5.6595 2.4279 -3.8181
C -4.7259 3.4073 -3.1022
O -3.5246 3.7562 -3.7547
C -2.3984 2.9474 -3.5029
N -5.1152 1.0619 -4.0430
H -6.6728 1.7322 -2.0649
H -7.7496 1.8143 -3.5110
H -7.2397 3.2557 -2.6171
H -5.9186 2.8385 -4.7990
H -4.5269 3.0624 -2.0771
H -5.2900 4.3465 -3.0504
H -2.2169 2.8314 -2.4250
H -1.5316 3.4620 -3.9117
H -2.4781 1.9441 -3.9195
H -4.1108 1.1625 -4.1558
H -5.1027 0.6114 -3.1206
C 1.1984 -3.7563 4.4499
C 0.5509 -2.8704 3.3847
C 1.5352 -1.8200 2.9030
O 2.7094 -2.4540 2.4543
C 3.5777 -1.5648 1.8113
N 0.1114 -3.7382 2.2559
H 1.9832 -4.3870 4.0413
H 0.4335 -4.3753 4.9222
H 1.5879 -3.1239 5.2563
H -0.2948 -2.3709 3.8642
H 1.7775 -1.1404 3.7433
H 1.0897 -1.2058 2.1092
H 4.4098 -2.1093 1.3703
H 3.9989 -0.8575 2.5464
H 3.0778 -0.9427 1.0612
H 1.0375 -3.9659 1.8703
H -0.1649 -3.0817 1.5223
C 3.4360 0.4252 -1.5332
C 4.1681 1.1487 -2.6623
C 5.6408 0.9721 -2.5790
O 6.2595 1.7432 -3.5984
C 7.6522 1.8231 -3.4113
N 3.6687 0.6565 -3.9436
H 3.5997 0.9530 -0.5929
H 3.6835 -0.6361 -1.5001
H 2.3601 0.4608 -1.7209
H 3.9517 2.2226 -2.5523
H 5.9595 -0.0756 -2.6510
H 5.9848 1.3688 -1.6093
H 8.0686 2.4392 -4.2072
H 8.0998 0.8250 -3.4218
H 7.8690 2.3492 -2.4710
H 4.0363 1.2247 -4.7004
H 2.6630 0.7575 -4.0227
C 0.5618 2.0904 2.7822
C -0.3919 1.4155 3.7682
C -0.7987 2.4338 4.8348
O 0.2504 2.7930 5.7024
C 0.7341 1.7383 6.5106
N -1.5765 0.8550 3.1148
H 1.3976 2.6124 3.2575
H 0.0192 2.8527 2.2118
H 0.9806 1.3935 2.0519
H 0.1248 0.6073 4.2897
H -1.6224 1.9872 5.4209
H -1.2108 3.3427 4.3929
H 1.3052 2.2233 7.3049
H 1.4982 1.1771 5.9584
H -0.0739 1.1201 6.9011
H -2.0008 1.5694 2.5325
H -1.2199 0.1392 2.4880
*
```

Löwdin atomic charge list, values in e, 2 entries: 0.7085, -0.2458

# 2
Here is C6H11N in the gas phase at a distorted geometry from OMol25. Energies are from wB97M-V/def2-TZVPD.

Calculated values
SMILES   CCC[C@@H](C)C#N
Largest force on an atom   1.013 eV/Å
Relative energy (zero: lowest compared OMol25 entry of this formula, charge and spin)   0.864 eV
Electronic energy   -289.93994 a.u.

Geometry as ORCA input:
```
! wB97M-V def2-TZVPD RIJCOSX def2/J DEFGRID3
* xyz 0 1
C -2.6621 -0.1113 -0.9983
C -1.4245 0.1153 -0.0755
C 0.0207 -0.2981 -0.5341
C 1.1999 -0.2762 0.6828
C 2.7298 -0.1571 0.3215
C 0.8784 0.9157 1.4822
N 0.5689 1.8912 2.0129
H -3.5786 0.0909 -0.4193
H -2.7183 0.5868 -1.8454
H -2.7639 -1.1262 -1.4003
H -1.4637 1.1842 0.1584
H -1.5813 -0.4321 0.8581
H -0.0957 -1.2852 -1.0137
H 0.3252 0.3903 -1.3387
H 1.1717 -1.1258 1.3988
H 3.0746 -1.0225 -0.2502
H 2.9225 0.7553 -0.2465
H 3.3965 -0.0955 1.2072
*
```

natural (NBO) atomic charge list, values in e, 2 entries: -0.6066, -0.4081